No. 1
{"formula": "C3H7N2O", "method": "the ωB97M-V functional and the def2-TZVPD basis", "smiles": "C/[NH+]=C(/C)N=O", "e_lumo_ev": [-6.09, -6.09], "total_charge": 1, "gap_ev": [8.797, 8.798], "homo_ha": [-0.5471, -0.5471], "spin_multiplicity": 1, "species": ["C", "C", "C", "N", "N", "O", "H", "H", "H", "H", "H", "H", "H"], "xyz": [[0.501, -0.595, 0.320], [-0.135, -1.732, 1.090], [0.758, 1.577, -0.574], [1.477, -0.907, -0.579], [-0.016, 0.620, 0.266], [2.627, -0.998, -0.564], [-0.626, -1.589, 2.076], [0.609, -2.608, 1.316], [-1.004, -2.030, 0.437], [1.073, 1.053, -1.463], [1.724, 1.931, -0.041], [0.265, 2.526, -0.845], [-0.885, 0.863, 0.622]], "mulliken_charge": [0.768, -1.046, -0.852, 0.111, -0.073, -0.198, 0.377, 0.343, 0.325, 0.360, 0.315, 0.325, 0.246]}

=====

No. 2
{"formula": "C3H7N2O2", "method": "the ωB97M-V functional and the def2-TZVPD basis", "e_lumo_ev": 4.25, "total_charge": -1, "gap_ev": 8.190, "homo_ha": -0.1449, "spin_multiplicity": 1, "species": ["C", "C", "C", "N", "N", "O", "O", "H", "H", "H", "H", "H", "H", "H"], "xyz": [[-0.031, 1.270, -0.152], [-0.591, 0.163, -1.054], [0.012, -0.992, -1.288], [0.691, -0.987, 2.095], [0.240, -2.113, 1.772], [0.271, -3.166, 2.535], [1.062, 0.860, 0.551], [0.038, 2.085, -0.949], [-0.820, 1.659, 0.673], [-1.458, 0.336, -1.727], [-0.516, -1.768, -1.946], [0.870, -1.307, -0.880], [0.657, -0.006, 1.274], [1.057, -1.001, 3.075]], "mulliken_charge": [-0.268, -0.127, -0.753, -0.238, -0.079, -0.637, -0.717, 0.241, 0.143, 0.276, 0.161, 0.405, 0.402, 0.189]}

=====

Number 1: calculated total energy -8241.30563 eV. Number 2: calculated total energy -10296.85798 eV.